The following is a DFT calculation (the ωB97M-V functional and the def2-TZVPD basis) of C2H5NO2 as an isolated structure.

Its spin multiplicity is 1. The value obtained for the orbital gap (spin up / spin down) is 9.86 / 8.62 eV. The value obtained for the largest force on an atom is 3.945 eV/Å. As for the energy relative to the best compared isomer or geometry (same formula, charge and spin): 175.74 kcal per mole. As for the charge: 0. The LUMO energy (spin up / spin down) is -0.018 / -0.027 hartree.

Last column: Löwdin charge in e.
Element x y z (Å)
C  0.01349  -2.00805  -1.02557  -0.08
C  0.11854  -1.43464  0.18077  -0.14
N  0.12106  1.16077  -0.57612  0.18
O  0.46857  2.55960  1.37803  -0.21
O  0.95847  1.73311  -0.09273  -0.04
H  0.75578  -1.70388  -1.90628  0.10
H  -0.95802  -2.40600  -1.10260  0.03
H  0.80753  -0.83824  0.80433  0.05
H  -0.77045  -1.45059  0.80134  0.05
H  1.36012  2.40532  1.89588  0.07



The following is a DFT calculation (the ωB97M-V functional and the def2-TZVPD basis) of a 2-piece molecular cluster, C2H5NO2 overall.

Its spin multiplicity is 1. The structure (SMILES) is C=NO.C=O. The value obtained for the orbital gap is 10.90 eV. The value obtained for the largest force on an atom is 3.467 eV/Å. As for the energy relative to the best compared isomer or geometry (same formula, charge and spin): 94.86 kcal per mole. As for the charge: 0. The LUMO energy is 0.034 hartree.

Last column: Löwdin charge in e.
Element x y z (Å)
C  -2.10855  0.67204  0.60316  -0.08
N  -1.25809  0.02777  -0.01468  -0.10
O  -1.39866  -1.38092  -0.17636  -0.06
H  -1.81874  1.73534  0.67437  0.08
H  -3.06335  0.24729  1.09793  0.11
H  -0.95413  -1.50464  -1.00657  0.07
C  2.64781  0.05122  -0.23332  -0.19
O  2.31688  -0.11535  0.88410  0.02
H  3.47037  0.67879  -0.65934  0.08
H  2.16647  -0.41154  -1.16929  0.08



The following is a DFT calculation (the ωB97M-V functional and the def2-TZVPD basis) of one molecule with the formula C2H5NO2.

Its spin multiplicity is 1. The structure (SMILES) is NCC(=O)O. The value obtained for the orbital gap is 10.36 eV. The value obtained for the largest force on an atom is 3.916 eV/Å. As for the energy relative to the best compared isomer or geometry (same formula, charge and spin): 19.49 kcal per mole. As for the charge: 0. The LUMO energy is 0.019 hartree.

Last column: Löwdin charge in e.
Element x y z (Å)
N  1.18391  -1.17274  -0.49543  0.03
C  0.93653  0.19371  -0.12008  -0.16
C  -0.48504  0.43904  0.13968  -0.62
O  -0.93012  1.57305  0.22132  0.08
O  -1.13850  -0.64108  0.36704  0.12
H  1.85320  -1.67730  0.02548  0.09
H  1.47439  -1.24395  -1.41455  0.07
H  1.38180  0.96230  -0.77237  0.15
H  1.28086  0.19136  0.88367  0.13
H  -0.43758  -1.27558  -0.07870  0.12



The following is a DFT calculation (the ωB97M-V functional and the def2-TZVPD basis) of C2H5NO2P as an isolated structure.

Its spin multiplicity is 1. The value obtained for the orbital gap (spin up / spin down) is 8.52 / 8.52 eV. The value obtained for the largest force on an atom is 3.586 eV/Å. As for the energy relative to the best compared isomer or geometry (same formula, charge and spin): 119.41 kcal per mole. As for the charge: +1. The LUMO energy (spin up / spin down) is -0.257 / -0.257 hartree.

Last column: Löwdin charge in e.
Element x y z (Å)
C  0.30904  -0.14747  -1.67357  -0.23
C  -0.30167  -0.70008  -0.42750  -0.28
N  1.44110  1.10961  0.38117  -0.36
O  2.25985  1.93311  0.47737  0.20
O  1.14642  0.70309  -1.66959  0.11
P  0.34977  0.22640  1.05932  1.16
H  -0.06911  -0.59409  -2.60363  0.16
H  -1.56500  -0.10710  2.34821  -0.07
H  -1.39452  -0.65427  -0.47495  0.11
H  -0.05404  -1.76454  -0.35274  0.11
H  -2.12184  -0.00465  2.93592  0.09



The following is a DFT calculation (the ωB97M-V functional and the def2-TZVPD basis) of an isolated ion of composition C2H5NO2P and charge +1.

Its spin multiplicity is 1. The structure (SMILES) is O=[N+]1OCCP1. The value obtained for the orbital gap (spin up / spin down) is 9.35 / 9.35 eV. The value obtained for the largest force on an atom is 4.797 eV/Å. As for the energy relative to the best compared isomer or geometry (same formula, charge and spin): 106.43 kcal per mole. As for the charge: +1. The LUMO energy (spin up / spin down) is -0.250 / -0.250 hartree.

Last column: Löwdin charge in e.
Element x y z (Å)
O  -1.52000  1.09870  1.83981  0.18
N  -0.84317  0.49322  1.05824  -0.45
O  0.44197  0.59626  1.18048  0.03
C  1.06267  0.27425  -0.06431  -0.14
C  0.26555  -0.91689  -0.69182  -0.25
P  -1.53249  -0.65280  -0.07985  1.15
H  2.08795  0.05750  0.18164  0.13
H  1.04257  1.32803  -0.66653  0.19
H  0.48317  -1.05326  -1.69864  0.08
H  0.56540  -1.72797  -0.19678  0.03
H  -2.05362  0.50296  -0.86225  0.04



The following is a DFT calculation (the ωB97M-V functional and the def2-TZVPD basis) of one molecule with the formula C2H5NO2S.

Its spin multiplicity is 1. The structure (SMILES) is COC(=S)NO. The value obtained for the orbital gap is 9.22 eV. The value obtained for the largest force on an atom is 5.787 eV/Å. As for the energy relative to the best compared isomer or geometry (same formula, charge and spin): 87.15 kcal per mole. As for the charge: 0. The LUMO energy is 0.011 hartree.

Last column: Löwdin charge in e.
Element x y z (Å)
C  -1.14479  -1.08178  0.09370  -0.04
O  0.16949  -0.97512  -0.50345  -0.13
C  1.05218  -0.16666  0.08128  -1.03
S  2.63963  -0.25445  -0.12950  0.75
N  0.46929  0.90037  0.52776  -0.09
O  -0.44385  1.43557  -0.42681  -0.05
H  -1.34896  -2.20939  0.31846  0.13
H  -1.66663  -0.56242  -0.60116  0.04
H  -1.14336  -0.51873  1.15326  0.14
H  1.25008  1.58952  0.65644  0.13
H  0.16691  1.84308  -1.16998  0.17



The following is a DFT calculation (the ωB97M-V functional and the def2-TZVPD basis) of one molecule with the formula C2H5NO2S.

Its spin multiplicity is 1. The structure (SMILES) is COC(=O)NS. The value obtained for the orbital gap is 9.34 eV. The value obtained for the largest force on an atom is 5.882 eV/Å. As for the energy relative to the best compared isomer or geometry (same formula, charge and spin): 48.87 kcal per mole. As for the charge: 0. The LUMO energy is 0.022 hartree.

Last column: Löwdin charge in e.
Element x y z (Å)
C  1.39753  -1.35671  -0.51448  -0.13
O  0.70647  -0.17869  -0.66444  -0.11
C  -0.26782  0.19793  0.25088  -0.68
O  -0.45549  -0.19829  1.31168  0.12
N  -0.87884  1.38469  -0.14082  -0.36
S  -2.24462  2.14934  0.60453  0.76
H  0.55337  -1.95237  0.11826  0.13
H  2.51762  -1.34681  0.10366  0.15
H  1.55614  -1.73769  -1.60309  0.11
H  -0.84802  1.48058  -1.25148  0.16
H  -2.03632  1.55802  1.78530  -0.14



The following is a DFT calculation (the ωB97M-V functional and the def2-TZVPD basis) of one molecule with the formula C2H5NO2S.

Its spin multiplicity is 1. The structure (SMILES) is COC(=S)NO. The value obtained for the orbital gap is 9.65 eV. The value obtained for the largest force on an atom is 1.772 eV/Å. As for the energy relative to the best compared isomer or geometry (same formula, charge and spin): 46.73 kcal per mole. As for the charge: 0. The LUMO energy is 0.028 hartree.

Last column: Löwdin charge in e.
Element x y z (Å)
C  -0.51533  -1.43376  -1.20894  -0.09
O  -0.28548  -0.04943  -0.89704  -0.12
C  0.13792  0.25091  0.32532  -0.85
S  0.41464  -0.79512  1.60010  0.68
N  0.36761  1.57078  0.43094  -0.05
O  0.64399  2.16887  1.62211  -0.03
H  -0.79248  -1.48982  -2.25657  0.08
H  -1.28871  -1.86328  -0.49820  0.10
H  0.46498  -1.96877  -1.05870  0.09
H  0.05849  2.20279  -0.27544  0.16
H  0.79437  1.40683  2.21642  0.03



The following is a DFT calculation (the ωB97M-V functional and the def2-TZVPD basis) of a 2-piece molecular cluster, C2H5NO2S overall.

Its spin multiplicity is 1. The value obtained for the orbital gap (spin up / spin down) is 8.79 / 9.02 eV. The value obtained for the largest force on an atom is 3.212 eV/Å. As for the energy relative to the best compared isomer or geometry (same formula, charge and spin): 140.22 kcal per mole. As for the charge: 0. The LUMO energy (spin up / spin down) is -0.023 / -0.014 hartree.

Last column: Löwdin charge in e.
Element x y z (Å)
C  0.71089  -0.22227  0.11996  -0.24
C  -0.22505  0.92510  -0.19800  -0.26
N  -0.58894  -0.36597  1.99303  -0.27
O  -2.64719  -0.08278  0.53076  -0.54
O  0.65930  -0.41063  1.53316  -0.23
S  -1.58352  0.72476  1.10344  0.86
H  0.36496  -1.14702  -0.36512  0.12
H  1.75603  -0.03576  -0.12498  0.13
H  0.23418  1.89302  -0.00964  0.08
H  -0.66663  0.87997  -1.18547  0.09
H  -1.56615  -1.81976  1.42442  0.26



The following is a DFT calculation (the ωB97M-V functional and the def2-TZVPD basis) of one molecule with the formula C2H5NO2S.

Its spin multiplicity is 1. The structure (SMILES) is O=C(CO)NS. The value obtained for the orbital gap is 10.45 eV. The value obtained for the largest force on an atom is 1.826 eV/Å. As for the energy relative to the best compared isomer or geometry (same formula, charge and spin): 18.83 kcal per mole. As for the charge: 0. The LUMO energy is 0.026 hartree.

Last column: Löwdin charge in e.
Element x y z (Å)
O  -0.75252  1.93122  0.48418  0.08
C  -0.49888  0.79561  0.17662  -0.55
C  0.17626  -0.21181  1.12310  -0.19
O  1.48218  -0.49039  0.59716  -0.06
N  -0.63453  0.40732  -1.13649  -0.31
S  -0.95468  -1.22888  -1.57472  0.79
H  -0.29555  -1.16478  1.16649  0.08
H  0.20369  0.27281  2.13811  0.14
H  1.98342  0.29779  0.80702  0.09
H  -0.92268  1.08460  -1.82048  0.09
H  0.21328  -1.69350  -1.96099  -0.16